Entry 1:
C21H56AsF6O21S7 | the ωB97M-V functional and the def2-TZVPD basis

Geometry as ORCA input:
```
! wB97M-V def2-TZVPD RIJCOSX def2/J DEFGRID3
* xyz -1 1
H -6.21 2.65 -4.58
F 0.61 1.56 1.92
O -0.13 -5.57 1.33
F -1.28 -0.06 1.95
H -1.45 2.31 3.32
H -1.29 6.72 -5.41
O -5.49 4.01 -0.10
C 2.00 -7.84 2.43
H -1.78 4.27 0.31
O -0.91 2.13 -4.06
F 1.56 0.37 -0.08
C -0.60 5.88 -3.56
H -3.44 2.06 0.90
C 3.57 -0.81 4.20
O 0.17 -5.88 -1.17
C -5.21 3.38 -2.82
C -2.26 -4.66 -3.47
H 3.72 -1.33 0.75
C 1.14 1.15 5.00
C -3.36 1.61 3.93
H -4.22 3.78 -2.59
H 3.62 -6.75 1.61
H 2.04 -3.76 0.92
H 6.36 -2.96 1.16
H -4.73 1.81 -4.20
O -6.39 1.71 0.30
H 5.09 -0.88 1.76
O 1.95 -6.62 0.37
As 0.12 0.19 0.93
H 2.30 -4.21 -0.78
H -3.18 -5.11 -3.10
C 0.94 3.21 -2.45
S -2.96 -1.02 -3.78
H -3.15 1.13 4.89
H 3.22 -0.07 3.48
H 0.94 -7.67 2.65
H 2.36 -5.76 2.26
H 2.56 -7.94 3.37
H -0.71 7.93 -4.18
H 1.49 0.98 3.98
O -3.01 3.70 2.78
H 1.90 3.11 4.89
H -1.71 -5.45 -4.00
O 6.81 -5.12 -0.10
H -5.88 4.24 -2.81
C 7.05 -3.24 -1.92
O 2.01 0.42 5.90
O -1.35 5.39 3.62
S -0.72 3.30 -3.24
O -2.81 -0.63 -5.15
O 1.11 -1.70 4.91
H 0.44 7.02 -5.08
F -0.35 -1.20 0.00
H 2.03 -8.81 1.94
C -1.35 -1.11 -2.99
H -0.47 3.63 1.43
O -0.46 4.60 -4.19
H 0.91 2.33 -1.81
C -3.76 2.03 -0.13
C -5.19 2.79 -4.22
O 4.94 -3.44 -0.33
O -3.42 -2.59 -3.69
O -3.89 -0.30 -2.95
F -0.75 1.16 -0.22
H 0.12 3.03 5.16
H 1.08 4.17 -1.97
H 0.80 -3.29 -0.30
C 2.53 -6.67 1.67
H 5.29 -0.85 0.04
C -0.56 6.95 -4.64
H -3.79 0.99 -0.45
H -4.37 2.01 4.04
S 2.30 -1.12 5.47
H -0.44 5.30 0.89
O -3.04 6.04 1.93
H -1.08 -0.08 -2.79
C -1.09 4.46 1.13
H -2.21 3.30 4.59
H -1.73 -3.05 -4.85
O -5.61 2.34 -1.95
H -3.34 0.80 3.22
S 0.70 -5.60 0.14
C 1.54 -4.03 -0.01
H 7.66 -2.72 -1.18
H -3.12 2.64 -0.76
C -2.60 -3.53 -4.41
H 4.74 -3.32 1.74
H 6.39 -2.58 -2.46
H 1.61 3.05 -3.29
H -3.17 -3.88 -5.28
S -5.44 2.58 -0.34
H -1.54 5.93 -3.01
C 4.80 -1.40 0.84
H 1.20 2.75 6.50
H -1.38 -1.63 -2.04
H -0.63 -1.45 -3.74
H 3.74 -1.76 3.70
C 5.30 -2.84 0.92
C -2.39 2.76 3.66
S 6.00 -4.42 -1.07
S -2.16 5.05 2.48
H 0.12 0.77 5.09
H 0.26 6.00 -2.88
H 7.70 -3.72 -2.65
O -1.68 3.66 -2.23
H 4.47 -0.50 4.72
C 1.10 2.61 5.43
H -1.71 -4.37 -2.57
O 2.97 -1.74 6.58
F 0.98 -0.96 1.94
H -4.70 3.42 -4.97
O 5.26 -5.19 -2.04
*
```

Summary:
Kohn-Sham gap in eV: 10.24
Energy relative to the best compared isomer or geometry (same formula, charge and spin) in kcal per mole: 43.7
Lowest unoccupied orbital energy in eV: 1.602

---

Entry 2:
CH3NO2 | the ωB97M-V functional and the def2-TZVPD basis

Geometry as ORCA input:
```
! wB97M-V def2-TZVPD RIJCOSX def2/J DEFGRID3
* xyz -2 1
O 1.36 2.15 -1.52
C -0.32 1.77 -0.04
N 0.17 2.33 -1.18
H -1.45 1.52 -0.02
O -0.57 3.02 -1.86
H 0.48 1.30 0.40
H 0.33 -12.08 4.23
*
```

Summary:
Kohn-Sham gap in eV: 4.39
Energy relative to the best compared isomer or geometry (same formula, charge and spin) in kcal per mole: 36.3
Lowest unoccupied orbital energy in eV: 5.968

---

Entry 3:
C17H35O4P | the ωB97M-V functional and the def2-TZVPD basis

Geometry as ORCA input:
```
! wB97M-V def2-TZVPD RIJCOSX def2/J DEFGRID3
* xyz 0 1
H -5.11 1.31 -0.67
H -0.42 4.82 -3.03
H -4.06 1.12 2.98
H 0.78 4.65 -1.73
C 1.74 0.16 -1.08
C -1.18 -1.87 0.28
C 0.82 -5.98 -1.41
O -2.19 3.87 -1.55
H 1.46 1.22 -1.00
C 0.03 -4.85 -0.89
H -0.19 4.32 0.75
H -5.31 2.99 -0.10
H 1.96 -7.56 -2.52
H 4.78 -1.39 2.07
H 2.36 1.82 1.10
H -0.16 6.16 -1.90
C 2.72 1.05 1.79
C 1.20 -2.53 -0.98
H -0.56 -0.31 -1.34
H -5.23 0.42 1.85
C 4.70 -0.52 1.42
H -3.88 2.53 -1.03
C -1.12 4.76 0.38
H 0.86 -3.89 -2.58
H -0.62 -3.14 -2.10
C 1.57 -6.77 -1.94
H 2.58 -1.06 1.32
H 3.77 0.78 -0.76
H 3.51 1.51 2.38
C 0.30 -3.56 -1.70
C -0.19 5.07 -2.00
H 0.49 -0.36 0.85
H -1.01 -5.15 -0.94
H 1.74 -2.94 -0.12
H -5.43 2.10 2.43
C 3.21 -0.22 1.05
H 5.22 -0.79 0.50
H 1.95 0.76 2.50
H -1.13 5.83 0.58
H -1.80 -1.13 0.79
H -1.21 -2.95 3.16
H 5.19 0.37 1.82
H -1.95 4.29 0.91
C -4.70 1.33 2.14
H 1.82 -0.03 -2.16
O -2.67 1.94 1.08
C -1.26 4.50 -1.10
H 0.35 -4.74 0.14
H 3.58 -0.98 -0.93
O -0.81 -2.82 1.28
C -4.59 2.19 -0.29
H 1.96 -2.24 -1.69
C 3.15 -0.08 -0.48
P 0.35 -0.96 -0.44
O -1.68 -2.59 2.39
H -1.84 -2.32 -0.48
C -3.87 1.83 0.98
*
```

Summary:
Kohn-Sham gap in eV: 8.57
Lowest unoccupied orbital energy in eV: 0.764

---

Entry 4:
C3H4Cl2N2 | the ωB97M-V functional and the def2-TZVPD basis

Geometry as ORCA input:
```
! wB97M-V def2-TZVPD RIJCOSX def2/J DEFGRID3
* xyz 0 1
C 0.58 0.34 -0.17
C 1.84 0.93 -0.09
H 2.37 1.64 0.37
Cl -1.41 0.73 2.77
H 0.95 -0.77 -1.76
Cl 2.88 0.44 -1.46
N -2.29 -0.58 0.48
H -3.22 -0.87 0.74
H -0.48 -1.29 -1.08
N 0.36 -0.73 -0.96
C -1.57 0.15 1.15
*
```

Summary:
Kohn-Sham gap (alpha / beta) in eV: 7.02 / 6.98
Energy relative to the best compared isomer or geometry (same formula, charge and spin) in kcal per mole: 102.1
Lowest unoccupied orbital energy (alpha / beta) in eV: -0.936 / -0.947

---

Entry 5:
C5H7NO2 | the ωB97M-V functional and the def2-TZVPD basis

Geometry as ORCA input:
```
! wB97M-V def2-TZVPD RIJCOSX def2/J DEFGRID3
* xyz 0 1
O -0.82 1.39 -0.09
C 1.06 0.14 -0.77
N 1.47 -1.04 0.01
H -0.86 0.45 -1.98
C -0.47 0.34 -0.91
C 1.11 0.26 0.79
H -0.55 -1.70 0.19
H 2.52 -0.99 -0.24
H -0.70 0.67 2.01
H 1.96 0.73 1.41
C -1.00 -0.66 0.05
C -0.38 0.45 0.98
H -2.65 0.03 0.03
H 1.64 0.73 -1.51
O -2.32 -0.80 0.06
*
```

Summary:
Kohn-Sham gap in eV: 10.17
Energy relative to the best compared isomer or geometry (same formula, charge and spin) in kcal per mole: 102.4
Lowest unoccupied orbital energy in eV: 0.943

---

Entry 6:
C3H3NS | the ωB97M-V functional and the def2-TZVPD basis

Geometry as ORCA input:
```
! wB97M-V def2-TZVPD RIJCOSX def2/J DEFGRID3
* xyz 0 1
C -1.71 0.88 -0.13
H 3.58 -1.72 -0.30
H -1.62 3.07 -0.36
C -1.51 2.08 -0.13
C -1.90 -0.45 -0.18
N -1.98 -1.61 -0.07
S 2.52 -0.88 -0.07
H 2.61 -1.37 1.23
*
```

Summary:
Kohn-Sham gap in eV: 9.89
Energy relative to the best compared isomer or geometry (same formula, charge and spin) in kcal per mole: 44.3
Lowest unoccupied orbital energy in eV: 0.150

---

Entry 7:
C27H17BBrCl5N3NiO4 | the ωB97M-V functional and the def2-TZVPD basis

Geometry as ORCA input:
```
! wB97M-V def2-TZVPD RIJCOSX def2/J DEFGRID3
* xyz -1 1
O -3.05 -0.28 6.95
H -1.35 -2.14 1.81
O -0.16 -0.01 -1.98
C 3.70 -1.09 -1.03
C -1.28 2.25 0.50
C -2.28 -1.54 3.66
C 3.00 -0.87 1.13
H 0.73 0.87 -4.00
Cl 2.35 2.00 -1.07
C -0.30 -0.55 2.77
C 0.85 2.59 -0.43
N 0.67 -0.50 1.73
H 0.48 -5.15 -1.73
H 4.45 -1.12 2.69
C -3.26 -0.68 5.83
N 0.09 -2.17 -0.29
Ni 0.09 -0.24 -0.14
C 1.88 -0.71 2.06
H 0.55 1.06 3.89
H 6.30 -1.56 1.07
C -0.54 4.49 0.07
H -4.53 -1.33 4.56
C -1.20 0.25 4.84
C -1.52 3.62 0.53
C -0.21 0.94 -4.54
H 3.42 -1.06 -2.08
H -3.59 1.19 -6.39
C 4.27 -1.11 1.62
H 5.77 -1.56 -1.37
H -3.49 0.40 -4.01
C 0.65 3.97 -0.42
C 5.00 -1.35 -0.63
Cl 1.87 5.05 -1.01
C 5.29 -1.36 0.72
H 2.11 -0.86 3.12
H -0.15 -5.45 0.16
C 0.28 -3.30 -0.42
O -2.41 -0.06 -1.83
H 0.66 1.68 -6.37
Cl -0.81 6.20 0.09
H -1.17 0.92 5.69
Br -1.53 2.08 -8.30
C -1.38 0.58 -3.88
H -3.05 -2.30 3.58
N 2.72 -0.84 -0.17
H 1.77 -4.97 -0.19
C -1.32 -1.49 2.67
C -0.23 0.31 3.85
O -4.48 -1.17 5.51
C -1.36 0.11 -2.44
Cl -3.02 4.26 1.10
Cl -2.57 1.21 1.03
C -2.23 -0.67 4.75
C -2.59 0.67 -4.55
C -2.65 1.11 -5.86
C -1.47 1.47 -6.50
B 0.61 -4.84 -0.56
C -0.25 1.39 -5.85
C -0.09 1.68 0.04
*
```

Summary:
Kohn-Sham gap (alpha / beta) in eV: 7.53 / 7.53
Energy relative to the best compared isomer or geometry (same formula, charge and spin) in kcal per mole: 11.2
Lowest unoccupied orbital energy (alpha / beta) in eV: 1.240 / 1.240

---

Entry 8:
C24H48N2O12 | the ωB97M-V functional and the def2-TZVPD basis

Geometry as ORCA input:
```
! wB97M-V def2-TZVPD RIJCOSX def2/J DEFGRID3
* xyz 0 1
H -0.73 -0.90 -2.44
H -6.59 -5.21 -5.13
H 5.20 2.46 4.08
H 7.37 -0.20 -3.53
H -6.69 -3.49 -3.51
C -0.87 -0.33 0.88
C 4.95 1.50 3.65
H 0.72 -0.75 2.35
H -2.14 1.00 5.01
C 7.29 -0.22 -2.44
C -6.55 -4.62 -6.06
H 3.39 0.73 -2.16
C 0.47 -0.80 1.30
O -1.67 0.01 1.72
H -3.69 -0.83 3.13
O 5.07 1.63 -1.48
O 2.65 -1.34 0.65
H -4.66 -1.60 4.48
H 4.89 3.51 -0.77
C 4.34 0.43 -1.69
H 4.16 2.25 0.26
H -5.53 5.13 1.88
C -5.01 5.38 0.95
C -0.33 -0.96 -1.43
H -4.21 6.06 1.24
H 3.14 -1.77 -0.08
H -6.71 -2.07 -5.51
H -2.70 -3.13 -2.78
O 6.25 -1.11 -2.04
C -3.54 3.48 0.94
O -3.05 2.45 0.48
C -5.85 -2.81 -3.67
H 4.27 -1.48 -2.50
H -5.56 4.52 -1.54
N -4.45 4.19 0.28
N -4.10 0.36 4.84
H -3.33 2.29 5.14
H 5.90 -1.16 3.96
C -3.10 1.36 4.63
H -2.95 1.66 3.58
H 4.87 -0.19 1.86
O 6.02 1.23 2.77
C -5.23 0.60 5.53
C 5.00 -0.66 -2.51
H -7.54 -4.17 -6.13
H 6.41 0.05 1.18
H -4.40 3.18 -1.57
H 4.05 0.06 -0.70
H 3.98 1.61 3.15
C 1.36 -1.19 0.37
H -3.18 -2.92 -4.45
H 5.06 -0.40 -3.57
C -1.17 -0.30 -0.60
H 6.15 -2.19 2.66
H 7.05 0.77 -2.06
H 8.56 -0.28 1.72
H -5.84 -0.32 5.63
C 4.33 2.58 -0.78
H -3.27 3.90 1.92
H -3.53 -1.68 -3.21
C -5.08 3.75 -0.94
H 8.47 -2.05 1.41
H -2.98 -1.37 4.71
O 1.88 -1.74 -1.86
H -6.37 -5.24 -6.93
H -4.92 -1.88 -5.36
O -4.71 -3.38 -3.11
C 8.63 -1.28 2.17
C -3.50 -2.76 -3.42
H -6.22 -1.89 -3.20
H 8.25 -0.53 -2.03
C 1.02 -1.42 -1.07
H 3.30 2.74 -1.11
O -5.47 -3.72 -5.90
C 5.92 -0.05 2.16
C -5.77 -2.53 -5.20
C -3.85 -0.94 4.20
H 9.67 -1.36 2.47
H -5.85 3.02 -0.69
H -5.76 5.86 0.33
O -5.60 1.67 5.98
C 6.42 -1.18 2.99
H -2.59 1.03 -0.27
H 4.84 0.75 4.44
O -2.21 0.41 -0.95
O 7.80 -1.24 3.31
*
```

Summary:
Kohn-Sham gap in eV: 8.02
Energy relative to the best compared isomer or geometry (same formula, charge and spin) in kcal per mole: 0.0
Lowest unoccupied orbital energy in eV: -1.213

---

Entry 9:
C5H9NO | the ωB97M-V functional and the def2-TZVPD basis

Geometry as ORCA input:
```
! wB97M-V def2-TZVPD RIJCOSX def2/J DEFGRID3
* xyz 0 1
H 0.36 0.61 -2.39
C -0.39 0.31 0.21
H 1.42 1.47 -0.33
C -2.49 0.17 1.06
H -3.05 0.64 1.85
H 2.53 -0.10 1.29
H 3.02 -0.46 -0.37
C 0.37 -0.07 -1.54
C 2.16 -0.45 0.32
H -2.58 -0.92 1.06
O -1.10 0.54 1.32
H 0.66 -1.08 -1.85
C 1.06 0.44 -0.25
H -2.85 0.51 0.08
N -0.93 -0.10 -0.87
H 1.82 -1.49 0.43
*
```

Summary:
Kohn-Sham gap in eV: 10.67
Energy relative to the best compared isomer or geometry (same formula, charge and spin) in kcal per mole: 51.3
Lowest unoccupied orbital energy in eV: 1.080

---

Entry 10:
C31H35F9GaGe2N4O6S2 | the ωB97M-V functional and the def2-TZVPD basis

Geometry as ORCA input:
```
! wB97M-V def2-TZVPD RIJCOSX def2/J DEFGRID3
* xyz 1 1
H 5.79 0.60 1.37
H -0.53 2.48 2.45
F 4.15 -6.09 1.83
H -5.33 -4.55 1.25
H -1.77 4.35 -3.10
S 1.13 -3.01 1.04
H -1.74 4.84 -1.41
C -1.82 -0.64 4.46
H -2.00 2.34 -1.68
H 5.06 6.15 -0.10
N -3.37 -4.74 1.81
H -0.24 4.78 -2.34
F -1.02 -4.14 0.02
C 2.74 1.72 0.16
C 0.50 -0.02 4.46
H -1.74 4.95 1.09
C -2.71 -1.74 -0.54
H 4.45 3.80 -0.05
C -1.78 -0.56 3.07
C -3.98 -1.84 4.79
S 3.66 -3.99 0.32
C -3.37 -0.34 -0.28
C 2.32 4.15 -0.04
H 3.66 -1.46 2.21
H -5.83 -2.79 3.00
C 4.73 -4.95 1.49
H 5.10 -1.11 -2.16
O 1.19 -1.68 0.29
H 3.33 7.91 -0.12
O -2.43 0.48 0.05
Ge -0.10 2.45 -0.06
C -0.65 -0.36 5.16
H -2.67 -0.73 2.48
H 5.86 -1.12 0.97
H 2.27 0.10 -2.34
N 2.52 -3.60 1.39
C -1.23 4.45 1.91
C 0.44 0.04 3.08
H -0.27 4.93 2.09
C -2.43 -4.30 2.64
O -4.55 -0.19 -0.36
H 1.42 0.21 4.98
C 1.71 6.50 -0.10
C 3.01 -0.59 -1.93
H -4.91 -1.92 5.33
C -3.79 -2.83 3.71
C -4.57 -4.19 1.93
H 3.80 2.00 0.26
H 4.33 -0.47 -3.62
O 3.21 -4.84 -0.73
C -3.09 -0.93 5.15
C 4.02 5.87 -0.09
C 3.04 6.87 -0.11
H 4.78 0.63 -2.32
C 3.66 4.54 -0.06
F 0.71 -5.40 0.05
H -0.47 2.28 -2.56
H -1.45 -4.75 2.56
H -0.64 -0.41 6.24
C -4.84 -3.22 2.89
C -1.06 2.95 1.63
N -2.57 -3.36 3.57
H -3.28 -0.32 6.03
N -0.68 -0.23 2.41
Ge 2.99 -0.25 0.05
C -1.02 2.82 -1.79
C 1.88 2.73 0.01
H -1.84 4.58 2.80
H 1.30 0.34 2.49
H -2.03 2.47 1.53
C 1.36 5.17 -0.08
F 4.92 -4.20 2.58
O 4.47 -2.86 -0.05
C 3.95 -0.50 1.80
H 0.31 4.90 -0.09
F -2.01 -2.04 0.61
F -3.47 -2.75 -0.85
H 5.92 -0.61 2.66
C 4.39 -0.37 -2.54
F 0.54 -3.80 -1.43
C -1.20 4.29 -2.17
O 0.28 -2.93 2.18
C 5.47 -0.40 1.68
H 3.58 0.30 2.45
H 0.94 7.26 -0.13
C 0.29 -4.18 -0.18
F -1.72 -1.63 -1.49
Ga -0.46 -0.08 0.26
H 2.69 -1.62 -2.08
F 5.90 -5.19 0.92
*
```

Summary:
Kohn-Sham gap in eV: 7.67
Energy relative to the best compared isomer or geometry (same formula, charge and spin) in kcal per mole: 68.6
Lowest unoccupied orbital energy in eV: -3.872

---

Entry 11:
C2H8NO4 | the ωB97M-V functional and the def2-TZVPD basis

Geometry as ORCA input:
```
! wB97M-V def2-TZVPD RIJCOSX def2/J DEFGRID3
* xyz -1 1
H -0.72 1.38 -2.15
O 0.11 -1.72 -0.69
H 0.00 1.47 0.08
C 0.17 0.44 0.32
H 0.89 -2.51 0.82
H 1.23 0.33 0.54
O -0.39 2.29 -2.47
C -0.27 -0.54 -0.77
H -0.70 2.91 -1.81
H 1.98 -1.62 1.37
H -0.77 -0.81 1.68
O 1.49 -2.42 1.60
O -1.03 -0.07 -1.67
H -1.43 0.69 1.53
N -0.56 0.18 1.60
*
```

Summary:
Kohn-Sham gap in eV: 8.95
Energy relative to the best compared isomer or geometry (same formula, charge and spin) in kcal per mole: 6.9
Lowest unoccupied orbital energy in eV: 3.978

---

Entry 12:
C6H10O | the ωB97M-V functional and the def2-TZVPD basis

Geometry as ORCA input:
```
! wB97M-V def2-TZVPD RIJCOSX def2/J DEFGRID3
* xyz 0 1
H 2.30 1.29 0.13
C -0.94 0.03 0.13
C 0.11 -1.02 0.31
C -1.83 0.55 -0.94
H -0.28 -2.05 0.31
H -2.19 1.54 -0.68
C 0.13 -0.38 1.72
O -1.13 0.25 1.41
H 0.12 -0.92 2.66
H 2.24 -1.15 -0.16
C 1.33 0.88 -0.17
H -1.28 0.60 -1.88
H 1.21 -0.85 -1.56
C 1.34 -0.62 -0.50
H 0.96 1.50 -0.99
H -2.69 -0.12 -1.09
H 0.88 0.64 1.15
*
```

Summary:
Kohn-Sham gap in eV: 7.94
Energy relative to the best compared isomer or geometry (same formula, charge and spin) in kcal per mole: 111.8
Lowest unoccupied orbital energy in eV: 0.753